An isolated molecule of C5H7F3S at a distorted geometry, computed with ωB97M-V/def2-TZVPD.

Structure (XYZ):
```
16
Properties=species:S:1:pos:R:3:forces:R:3
S -1.8919 1.0395 0.9238 0.020 -0.135 -0.641
F 0.3323 -2.3025 0.9736 0.203 0.730 0.510
F 0.6084 -2.0828 -1.1062 0.364 0.914 -0.524
F -2.8125 0.0523 -1.2808 -0.522 -0.363 -1.335
C 0.2747 -1.3922 -0.0118 -1.516 -0.584 -0.454
C 2.1264 0.3093 -0.0557 -0.136 -0.480 -2.169
C 0.6247 0.0431 0.2643 1.621 -1.120 1.705
C -2.8410 -0.0828 0.0211 0.762 0.058 2.508
C -0.3366 1.1784 -0.1872 -1.406 -4.341 3.386
H -3.2920 -0.9370 0.5487 0.056 0.329 -1.020
H 2.4058 1.2210 0.5069 0.452 -0.783 -0.322
H 2.2289 0.4992 -1.1810 -0.006 0.016 1.492
H -0.7893 1.0998 -1.1067 -0.117 0.187 -2.416
H 0.6910 -0.0705 1.4061 -0.772 0.812 -1.346
H -0.0592 2.0732 0.1851 1.562 3.138 0.257
H 2.7302 -0.6479 0.1000 -0.566 1.621 0.369
```
Positions in Å, forces in eV/Å.

Output
- Energy above the lowest of the compared OMol25 structures with the same formula, charge and spin: 82.4 kcal per mole
- Frontier orbital gap (spin up / spin down): 8.04 / 8.27 eV
- LUMO energy (spin up / spin down): 0.6 / 0.2 eV
- Maximum force: 5.7 eV Å⁻¹

Need the Löwdin charges? In units of e they are: 0.883 0.080 0.092 -0.030 -0.309 -0.068 -0.371 -0.541 -0.307 0.069 0.082 0.100 0.043 0.150 0.022 0.106

A cluster of 2 separate species, C4H14N2O in total at a distorted geometry, computed with ωB97M-V/def2-TZVPD.

Structure (XYZ):
```
21
Properties=species:S:1:pos:R:3:forces:R:3
O 0.6394 2.9554 2.3656 -0.468 0.194 0.061
N -1.7535 0.5666 1.3896 2.161 -1.717 -1.381
N 0.8342 -0.8694 0.1628 1.509 1.896 2.399
C 1.1904 -2.1480 -0.3487 0.013 -0.862 -3.530
C -0.1144 0.0023 -0.4915 0.453 2.392 -3.230
C -1.5338 -0.1688 0.0590 -0.744 -1.516 -0.310
C 0.2321 -0.1639 -2.1108 2.248 0.857 3.678
H -0.7473 0.5276 1.8101 -2.423 0.630 -0.754
H -2.0141 1.4646 1.0316 0.327 1.103 0.584
H 0.4780 3.8488 2.6944 0.269 -0.057 -0.018
H -0.2596 2.6085 2.2891 0.190 -0.141 -0.052
H 0.0008 -1.1086 -2.5162 -0.510 -0.890 -0.621
H 1.3785 -0.0967 -1.9756 -1.671 -0.272 -0.755
H 2.1606 -2.2628 -1.1946 -2.767 0.678 1.901
H 1.5141 -2.7658 0.4361 0.341 -0.861 1.135
H 0.0510 1.1650 -0.4008 0.596 -2.188 0.447
H 1.5873 -0.3785 0.7239 -1.392 -0.979 -1.210
H -0.0115 0.6860 -2.6892 -0.866 0.657 -0.710
H 0.2244 -2.6466 -0.8047 2.067 0.850 0.697
H -1.4914 -1.2455 0.3317 -0.927 0.426 -0.321
H -2.3655 0.0297 -0.7617 1.594 -0.198 1.989
```
Positions in Å, forces in eV/Å.

Output
- SMILES: CN[C@@H](C)CN.O
- Energy above the lowest of the compared OMol25 structures with the same formula, charge and spin: 78.9 kcal per mole
- Frontier orbital gap: 9.23 eV
- LUMO energy: 0.8 eV
- Maximum force: 4.4 eV Å⁻¹

Need the Löwdin charges? In units of e they are: -0.068 -0.022 -0.160 -0.187 -0.403 -0.254 -0.047 0.089 0.028 0.038 0.003 0.032 0.092 0.134 0.034 0.153 0.148 0.037 0.113 0.095 0.146

A cluster of 5 separate species, C5H22N2O5 in total at a distorted geometry, computed with ωB97M-V/def2-TZVPD.

Structure (XYZ):
```
34
Properties=species:S:1:pos:R:3:forces:R:3
O 2.5583 -2.9054 2.0191 -0.125 -0.069 -0.094
O -2.6446 2.1718 1.8621 -1.576 -0.698 -0.264
O 0.1547 1.9210 0.1184 0.506 -0.129 -0.106
O 1.2307 2.0451 -2.5588 0.207 -0.416 -0.440
O -2.6826 1.8985 -1.0872 -0.060 -0.085 0.491
N 1.0187 -1.3553 -0.6465 -0.287 0.351 0.492
N 0.8028 -2.3475 -2.9226 -0.151 0.040 0.020
C 0.3965 0.8332 1.0292 -1.336 0.317 0.158
C -0.2083 -1.5801 0.1300 0.503 -0.082 -0.635
C -0.6771 -0.2705 0.7978 0.522 -0.569 0.429
C 1.4464 -2.3351 -1.6307 0.260 -0.165 1.188
C 0.2262 1.3768 2.4316 -0.479 2.063 0.500
H 2.0171 -2.8616 1.2215 0.063 0.053 0.001
H -3.0878 2.4349 -1.7690 -0.057 -0.039 -0.248
H -0.7197 2.2806 0.3013 -0.135 -0.020 -0.010
H 2.9485 -2.0293 2.0581 0.095 0.112 0.047
H -3.1228 1.8541 1.0767 0.578 0.558 -0.528
H -0.7806 1.8284 2.5197 0.112 -1.246 -0.081
H 0.9125 2.7213 -3.1606 0.051 0.153 0.175
H 0.6915 2.3648 2.5693 1.151 -0.592 -0.103
H -1.0437 -1.9192 -0.4690 -0.413 -0.177 -0.608
H 1.0732 -1.5470 -3.4823 0.123 0.040 0.107
H -0.1910 -2.2447 -2.7510 -0.115 -0.152 -0.237
H 1.3202 -3.3025 -1.1274 -0.316 -0.093 -0.275
H -0.0249 -2.4457 0.7749 -0.020 0.412 0.559
H -3.2038 1.7064 2.5032 0.497 0.350 0.555
H 0.4115 0.7398 3.2895 0.184 -0.287 -0.141
H 2.5331 -2.2607 -1.6831 -0.012 0.234 -0.671
H 1.3353 2.4389 -1.6891 -0.343 0.118 0.193
H 1.0189 -0.3960 -0.9652 0.232 -0.089 -0.541
H 1.3849 0.4844 0.7571 0.180 -0.057 0.424
H -2.4695 1.0401 -1.4665 0.019 0.171 -0.245
H -1.4695 0.1716 0.2007 0.065 0.049 -0.144
H -1.1552 -0.5111 1.7488 0.080 -0.056 0.033
```
Positions in Å, forces in eV/Å.

Output
- SMILES: C[C@H](O)CCNCN.O.O.O.O
- Energy above the lowest of the compared OMol25 structures with the same formula, charge and spin: 33.2 kcal per mole
- Frontier orbital gap: 8.73 eV
- LUMO energy: 0.2 eV
- Maximum force: 2.2 eV Å⁻¹

Need the Löwdin charges? In units of e they are: -0.057 -0.066 -0.072 -0.067 -0.034 -0.086 0.020 -0.389 -0.214 -0.113 -0.327 -0.067 -0.007 0.054 0.058 0.032 0.026 0.051 0.028 0.085 0.093 0.064 0.055 0.111 0.102 0.062 0.082 0.113 0.011 0.087 0.126 0.049 0.079 0.112

A structure of composition C44H46ClOsP2S2Sb2 at a distorted geometry, computed with ωB97M-V/def2-TZVPD.

Structure (XYZ):
```
98
Properties=species:S:1:pos:R:3:forces:R:3
Os 0.2768 -0.9717 -0.3614 -0.723 0.007 -0.631
Sb 1.2118 -2.9585 0.9070 0.082 -0.233 0.144
Sb 1.8151 -1.6384 -2.4108 0.251 0.248 0.146
Cl -1.8389 -1.1968 -2.4699 0.093 -0.289 0.211
S 1.6512 0.5085 0.8562 -0.218 -0.278 0.321
S -1.6786 2.5927 -1.4737 -0.002 -0.052 0.041
P -0.1085 0.6836 1.9184 -0.030 0.087 -0.650
P -2.3375 1.2152 0.0173 0.009 -0.197 0.164
C -1.0511 2.5101 3.8084 0.030 -0.010 0.019
C 3.2273 -0.1197 -2.8891 0.010 -0.048 -0.025
C -3.3996 4.5847 2.1175 -0.034 0.012 0.037
C 5.4374 -2.8117 -1.7975 0.052 -0.003 0.032
C 6.1998 -3.3063 0.4171 0.000 -0.008 0.029
C -2.1504 0.2391 -6.1540 0.005 0.017 -0.008
C 4.9571 -3.8483 0.7082 0.033 -0.002 0.013
C -4.0326 1.8842 2.0713 -0.024 -0.019 0.050
C -4.3507 4.0795 2.9919 0.020 0.026 -0.014
C -1.4778 1.4515 -6.0859 0.002 -0.008 -0.009
C -4.6270 0.9553 -1.5557 -0.017 -0.026 -0.025
C 6.4419 -2.7819 -0.8413 -0.020 0.008 -0.050
C 0.3948 -0.9389 5.6065 0.018 0.010 0.003
C 0.5945 3.3555 2.2620 -0.071 0.039 -0.057
C -0.2021 2.3105 2.7188 -0.015 -0.030 -0.054
C 0.9527 -1.9003 -4.3497 0.057 0.055 0.058
C -0.4809 1.6389 -2.4427 0.101 0.023 0.038
C -0.1483 -4.3521 1.7871 0.109 0.023 -0.052
C -1.2169 0.1262 0.6686 0.861 0.510 0.439
C -1.0353 1.1006 -3.7251 -0.065 0.026 -0.039
C 2.5980 -4.4384 0.1326 -0.204 -0.060 0.069
C -0.9338 1.8703 -4.8850 0.015 -0.010 0.034
C -0.6324 -1.8735 5.6779 -0.016 -0.016 -0.004
C 3.9319 -3.8688 -0.2331 0.114 0.115 -0.188
C -5.7685 0.2938 -1.9827 -0.003 0.016 -0.023
C -6.0668 -0.9699 -1.4931 0.008 -0.021 0.013
C -5.2237 -1.5759 -0.5710 -0.022 0.001 -0.018
C 0.5749 -0.1971 4.4526 0.063 -0.012 0.032
C -0.2969 4.7838 3.9773 0.008 0.001 -0.011
C -3.7771 0.3448 -0.6405 -0.048 0.005 0.019
C 4.1852 -3.3465 -1.5138 -0.132 -0.006 0.061
C -2.2553 -0.5525 -5.0243 0.015 -0.019 0.034
C -0.2536 -0.4058 3.3512 -0.088 0.049 0.017
C 0.5466 4.5908 2.8940 -0.005 0.014 -0.005
C -1.6926 -0.1173 -3.8347 0.005 0.019 -0.063
C 3.1196 -3.3461 -2.5669 -0.092 -0.046 0.147
C -3.0776 2.3882 1.1904 0.074 0.019 -0.076
C -1.0992 3.7438 4.4310 -0.009 0.015 0.017
C 2.4729 -2.5217 2.5643 -0.121 0.020 -0.043
C -2.7575 3.7438 1.2229 -0.004 -0.058 -0.019
C -4.6600 2.7272 2.9749 -0.005 -0.046 -0.006
C -1.4709 -2.0699 4.5917 0.027 -0.043 -0.007
C -4.0805 -0.9202 -0.1433 -0.016 0.022 0.008
C -1.2797 -1.3397 3.4250 0.045 -0.017 -0.015
H 6.9778 -3.3050 1.1687 0.001 -0.006 0.004
H -5.4022 2.3293 3.6542 -0.003 -0.002 0.002
H -1.9234 -1.4816 2.5653 -0.012 0.019 0.013
H -0.4201 2.8225 -4.8300 0.000 0.009 0.002
H -3.1481 5.6367 2.1350 -0.002 0.005 0.000
H -0.9232 -3.8393 2.3492 -0.001 0.037 -0.019
H -2.5878 -0.0949 -7.0848 0.001 -0.004 -0.006
H -0.6029 -4.9699 1.0145 -0.006 0.026 -0.034
H 1.9546 -1.9400 3.3191 -0.032 0.005 -0.023
H 3.3433 -1.9708 2.2141 -0.016 -0.002 -0.009
H -1.7605 3.8948 5.2741 -0.001 0.002 0.005
H 1.3596 0.5497 4.4077 0.005 -0.007 -0.010
H 5.6312 -2.4257 -2.7918 -0.002 0.006 -0.003
H -5.4559 -2.5610 -0.1882 -0.003 -0.004 0.002
H 4.7819 -4.2763 1.6880 -0.007 -0.005 0.004
H -0.7825 -2.4409 6.5869 0.000 -0.008 0.002
H -1.3819 2.0720 -6.9662 -0.002 0.002 -0.005
H 3.5357 -3.3003 -3.5733 0.081 0.050 0.029
H -0.3280 5.7447 4.4744 0.003 0.005 -0.002
H 0.3261 2.3405 -2.6552 -0.022 0.008 0.003
H -2.2776 -2.7893 4.6506 0.003 -0.005 0.009
H 2.4997 -4.2411 -2.5097 -0.034 0.036 -0.081
H -6.9588 -1.4822 -1.8285 -0.002 -0.003 -0.003
H -4.2976 0.8337 2.0456 -0.001 0.006 -0.005
H 0.6795 -0.9363 -4.7738 -0.011 -0.004 0.006
H -6.4258 0.7673 -2.6998 -0.006 0.000 -0.002
H -3.4049 -1.3895 0.5611 0.007 0.004 0.002
H 4.0104 -0.1129 -2.1318 -0.005 0.004 0.006
H -4.8523 4.7398 3.6873 0.001 0.004 0.002
H -2.7609 -1.5076 -5.0570 -0.005 -0.008 -0.004
H -4.3946 1.9383 -1.9457 0.005 0.001 0.005
H 2.1335 -5.0058 -0.6731 -0.023 0.055 -0.021
H 7.4105 -2.3664 -1.0847 0.000 0.005 -0.003
H 2.7827 -3.4768 2.9877 0.014 -0.004 0.003
H 2.7010 -5.1179 0.9813 0.002 -0.005 -0.010
H 1.1755 5.3984 2.5432 0.001 0.004 0.003
H 2.7230 0.8460 -2.8814 -0.002 -0.005 0.005
H 1.7203 -2.3561 -4.9738 -0.004 -0.014 -0.006
H 3.6678 -0.2932 -3.8699 0.010 -0.008 -0.003
H -0.0296 0.8609 -1.8048 -0.046 0.018 -0.009
H 1.2524 3.2040 1.4154 0.010 -0.024 0.002
H -1.6708 1.7006 4.1737 0.001 0.000 0.006
H 1.0470 -0.7819 6.4551 -0.003 0.002 0.009
H 0.0765 -2.5433 -4.3200 -0.002 -0.015 0.023
H 0.4263 -4.9878 2.4606 -0.027 -0.013 0.015
H -2.0014 4.1468 0.5645 0.010 0.007 -0.004
```
Positions in Å, forces in eV/Å.

Output
- Frontier orbital gap: 7.04 eV
- LUMO energy: -2.5 eV
- Net charge: +1
- Maximum force: 1.1 eV Å⁻¹

Need the Löwdin charges? In units of e they are: 0.127 1.252 1.256 0.775 0.291 0.789 0.516 0.651 -0.091 -0.284 -0.070 -0.054 -0.073 -0.061 -0.059 -0.077 -0.068 -0.058 -0.091 -0.074 -0.063 -0.097 -0.349 -0.286 -0.503 -0.271 -0.706 -0.322 -0.295 -0.032 -0.061 -0.288 -0.063 -0.066 -0.069 -0.109 -0.068 -0.411 -0.291 -0.102 -0.379 -0.066 -0.575 -0.302 -0.344 -0.070 -0.269 -0.117 -0.064 -0.072 -0.136 -0.106 0.107 0.110 0.083 0.122 0.114 -0.019 0.113 0.011 -0.018 0.012 0.114 0.124 0.114 0.109 0.110 0.110 0.112 0.068 0.110 0.081 0.111 0.058 0.109 0.109 0.004 0.110 0.088 0.009 0.111 0.113 0.091 0.059 0.106 0.020 0.067 0.109 -0.002 0.015 0.018 -0.025 0.076 0.115 0.113 0.002 0.018 0.065